{"formula": "C29H33ClNO5S", "method": "wB97M-V/def2-TZVPD", "lumo_energy_ha": 0.0426, "de_lowest_kcal_mol": 0.0, "homo_lumo_gap_ha": 0.1820, "charge": -1, "largest_force_ev_per_a": 2.89, "symbols": ["C", "C", "C", "C", "C", "C", "C", "C", "C", "C", "C", "C", "C", "C", "C", "C", "C", "C", "C", "C", "C", "C", "O", "H", "H", "H", "H", "H", "H", "H", "H", "H", "H", "H", "H", "H", "H", "H", "H", "H", "H", "H", "H", "H", "H", "H", "H", "H", "H", "H", "H", "O", "N", "O", "C", "C", "C", "C", "S", "C", "Cl", "O", "O", "C", "C", "H", "H", "H", "H", "H"], "positions_angstrom": [[-3.697814, -0.734903, -2.552424], [-3.508514, 0.191299, -1.337562], [-2.972897, 1.529172, -1.854653], [-4.866742, 0.456011, -0.661752], [-2.517828, -0.437788, -0.341562], [-1.293852, 0.102281, -0.093318], [-0.423352, -0.428986, 0.895680], [0.790559, 0.246410, 1.160593], [1.787220, -0.252417, 2.062956], [2.122426, -1.635367, 2.166614], [2.924865, -2.095026, 3.196913], [3.393208, -1.225365, 4.178664], [3.938455, -1.765158, 5.436374], [3.240967, 0.153777, 3.995375], [2.457818, 0.626140, 2.968442], [-0.874966, -1.565434, 1.638371], [-2.025173, -2.236069, 1.335908], [-2.388929, -3.552771, 2.040544], [-3.740284, -3.439192, 2.764821], [-1.359952, -3.977051, 3.094930], [-2.451429, -4.689090, 1.004995], [-2.903411, -1.706690, 0.293781], [-3.955751, -2.301777, -0.051669], [-4.071695, -1.719199, -2.256107], [-4.397878, -0.298883, -3.278843], [-2.735761, -0.889227, -3.058025], [-2.780077, 2.205282, -1.011471], [-2.037599, 1.381645, -2.412794], [-3.708763, 2.003645, -2.522213], [-4.724178, 1.137401, 0.186039], [-5.561778, 0.925858, -1.371302], [-5.319186, -0.465762, -0.282138], [-0.944355, 0.963438, -0.657230], [0.875749, 1.269673, 0.797393], [1.708799, -2.309177, 1.409062], [3.132966, -3.161420, 3.253310], [4.062312, -0.981262, 6.176938], [3.295154, -2.542233, 5.855200], [4.918638, -2.218491, 5.296061], [3.683631, 0.860269, 4.691231], [2.251746, 1.694796, 2.883633], [-0.264624, -1.896225, 2.484144], [-4.539901, -3.154499, 2.068843], [-3.967783, -4.414996, 3.222858], [-3.668031, -2.682999, 3.560678], [-0.359903, -4.098833, 2.663111], [-1.307430, -3.256911, 3.919142], [-1.660946, -4.945023, 3.519719], [-1.467390, -4.810180, 0.528558], [-2.713202, -5.628492, 1.515906], [-3.191930, -4.471409, 0.225713], [4.876120, 5.691722, -6.600853], [3.698595, 5.255062, -6.556804], [2.908826, 5.261660, -7.530583], [3.263983, 4.698776, -5.330326], [2.006547, 4.074232, -5.211381], [1.764631, 3.213507, -4.131682], [2.746866, 2.948241, -3.171097], [2.359138, 1.946461, -1.702374], [1.756293, 3.178980, -0.681391], [2.039143, 3.339798, 0.961229], [1.328545, 1.021301, -2.137654], [3.600471, 1.412502, -1.190481], [3.913646, 3.727359, -3.206005], [4.185244, 4.594951, -4.266896], [1.258934, 4.238604, -5.993601], [0.802279, 2.732273, -4.049027], [1.567112, 4.104145, -1.219700], [4.624886, 3.642040, -2.396526], [5.117528, 5.159596, -4.334286]], "forces_ev_per_a": [[0.09, -0.32, -0.14], [0.04, -0.11, -0.25], [0.08, 0.06, 0.03], [0.00, -0.08, 0.25], [0.08, 0.44, -0.41], [-1.15, 0.28, -0.53], [2.34, 1.20, 0.63], [-2.56, -0.88, -0.27], [1.49, -0.60, 1.45], [-0.41, 0.97, -0.57], [-0.34, 0.03, -0.25], [-0.32, 0.38, -0.50], [0.77, -0.37, 0.65], [-0.17, -0.51, 0.03], [-0.96, 0.07, -1.03], [-0.37, -1.04, 0.20], [0.97, -0.22, 0.72], [-0.17, 0.04, 0.06], [-0.10, 0.07, -0.05], [0.09, 0.07, 0.03], [-0.02, 0.03, -0.25], [-1.26, -0.51, -0.64], [1.29, 0.60, 0.63], [0.00, 0.25, -0.01], [0.12, 0.02, 0.17], [-0.13, 0.09, 0.04], [0.01, 0.01, -0.25], [-0.21, 0.16, 0.11], [0.19, -0.18, 0.18], [-0.08, -0.02, -0.11], [0.18, -0.07, 0.10], [0.12, 0.19, -0.15], [0.02, -0.09, 0.20], [0.15, -0.41, -0.28], [0.29, 0.14, 0.34], [-0.04, 0.13, 0.17], [-0.04, 0.08, 0.15], [-0.04, 0.10, -0.03], [0.16, -0.11, -0.04], [-0.09, -0.15, 0.06], [0.18, -0.40, 0.00], [-0.27, 0.12, -0.43], [0.22, -0.14, 0.24], [-0.09, 0.30, -0.08], [-0.10, -0.19, -0.15], [-0.10, 0.03, 0.08], [0.07, -0.06, -0.09], [0.04, 0.21, -0.11], [-0.22, -0.04, 0.09], [0.05, 0.19, -0.18], [0.19, -0.12, 0.25], [-2.25, -0.67, -0.32], [0.78, 1.43, -2.16], [1.55, 0.09, 1.70], [-0.59, -1.46, 1.89], [0.48, 0.04, -0.21], [0.13, 0.19, -0.29], [-0.28, 1.08, -0.11], [-0.51, 1.76, 0.90], [-0.65, -0.16, -2.81], [0.88, 0.30, 1.51], [0.36, -0.21, -0.30], [0.30, -0.72, 0.00], [0.14, 0.13, -0.40], [-0.16, -0.41, -0.16], [0.33, -0.20, 0.34], [-0.04, -0.15, 0.01], [-0.17, -0.27, 0.18], [0.02, -0.07, 0.05], [-0.32, -0.34, 0.12]], "lowdin_charge": [-0.05, -0.54, -0.07, -0.05, -0.07, 0.03, -0.17, 0.06, -0.19, -0.03, -0.05, -0.29, -0.07, -0.04, -0.02, 0.03, -0.07, -0.55, -0.05, -0.08, -0.05, -0.28, -0.01, 0.07, 0.08, 0.09, 0.09, 0.09, 0.09, 0.09, 0.08, 0.07, 0.10, 0.04, 0.12, 0.11, 0.07, 0.08, 0.08, 0.11, 0.06, 0.10, 0.08, 0.08, 0.09, 0.08, 0.09, 0.08, 0.09, 0.08, 0.08, 0.03, -0.33, 0.04, -0.18, 0.02, -0.04, -0.25, 0.53, -0.87, 0.58, -0.36, -0.37, -0.04, 0.01, 0.12, 0.11, 0.00, 0.12, 0.12]}